Entry from the Open Molecules 2025 dataset: 2 unconnected molecules or ions with the total composition CH2IN2PS at a distorted geometry (wB97M-V/def2-TZVPD).

The value obtained for the LUMO energy is -1.657 eV. Its SMILES is [H]/P=N/N=C=S.I. Its HOMO-LUMO gap is 7.0 eV.

CARTESIAN COORDINATES (ANGSTROEM)
H -2.0583 -3.2492 0.0516
P -1.5268 -2.1872 0.9403
N 0.0061 -2.6685 0.7055
N 1.0037 -2.3498 1.4568
C 2.1175 -2.1487 1.8172
S 3.5883 -1.6668 2.2695
I 0.5890 2.5105 -0.2601
H 0.2780 4.1510 -0.0900

Entry from the Open Molecules 2025 dataset: 2 unconnected molecules or ions with the total composition CH2IN4O2 at a distorted geometry (wB97M-V/def2-TZVPD).

Its charge is -1. The value obtained for the LUMO energy is 2.796 eV. Its HOMO-LUMO gap is 8.1 eV.

CARTESIAN COORDINATES (ANGSTROEM)
C -1.1273 0.8524 1.8484
N -1.8772 0.0067 2.4531
N 0.0619 0.2019 -0.9077
N -0.6559 1.7653 1.3039
N -1.5050 -1.1736 2.8579
O -2.3527 -1.8518 3.4308
O -0.3500 -1.5736 2.6614
I -1.5920 -0.6538 -1.7402
H 0.4144 -0.4574 -0.2186
H -0.2391 1.0137 -0.3592

Entry from the Open Molecules 2025 dataset: 2 unconnected molecules or ions with the total composition CH2INS at a distorted geometry (wB97M-V/def2-TZVPD).

The value obtained for the LUMO energy is -0.103 eV. Its SMILES is C#[N+][S-].I. Its HOMO-LUMO gap is 8.9 eV.

CARTESIAN COORDINATES (ANGSTROEM)
C -0.5638 1.1448 0.2253
N 0.2259 0.4855 0.7735
S 1.0174 -0.6667 1.4899
H -0.7714 2.0015 -0.3116
I -0.2315 -1.2934 -1.8585
H 0.3234 -1.6717 -0.3186